Formula: C25H47ClCoINO3Si2
Source: the Open Molecules 2025 dataset
Level of theory: ωB97M-V/def2-TZVPD

Cartesian coordinates (Å):
1 O -2.594 4.528 0.467
2 O -4.113 4.584 -1.207
3 C -2.931 3.945 1.769
4 C -1.998 2.841 2.196
5 H -3.966 3.592 1.684
6 H -2.912 4.773 2.490
7 H -1.849 2.088 1.414
8 H -2.416 2.329 3.068
9 H -1.021 3.241 2.491
10 C -1.161 4.782 0.224
11 C -1.013 5.870 -0.798
12 H -0.705 3.838 -0.111
13 H -0.723 5.064 1.189
14 H -1.478 5.614 -1.757
15 H 0.052 6.039 -0.980
16 H -1.432 6.812 -0.427
17 C -3.865 3.934 -2.502
18 C -5.497 4.775 -0.752
19 C -2.786 2.889 -2.411
20 H -3.566 4.739 -3.183
21 H -4.812 3.503 -2.851
22 H -1.810 3.316 -2.150
23 H -2.673 2.412 -3.391
24 H -3.036 2.090 -1.700
25 C -5.643 6.146 -0.153
26 H -5.702 3.994 -0.010
27 H -6.147 4.634 -1.623
28 H -4.950 6.300 0.680
29 H -6.659 6.274 0.223
30 H -5.475 6.924 -0.902
31 H -3.343 4.564 -0.396
32 Co -1.540 -1.353 0.052
33 C -2.910 -0.330 0.543
34 Si -4.708 -0.852 0.237
35 H -2.736 0.640 0.018
36 H -2.757 -0.094 1.620
37 C -5.750 -0.040 1.578
38 C -4.984 -2.699 0.291
39 C -5.257 -0.208 -1.440
40 C -1.676 -3.277 0.298
41 Si -0.100 -3.797 1.191
42 H -1.773 -3.762 -0.695
43 H -2.585 -3.543 0.864
44 C -0.236 -5.635 1.596
45 C 0.130 -2.858 2.801
46 C 1.383 -3.511 0.076
47 H -6.025 -0.877 -1.853
48 H -4.422 -0.167 -2.151
49 H -5.691 0.799 -1.360
50 H -5.612 -0.552 2.540
51 H -6.814 -0.099 1.309
52 H -5.487 1.019 1.713
53 H -4.906 -3.071 1.320
54 H -4.281 -3.259 -0.335
55 H -6.002 -2.913 -0.067
56 H -0.840 -2.593 3.241
57 H 0.699 -1.929 2.656
58 H 0.671 -3.489 3.521
59 H 1.932 -2.600 0.353
60 H 1.079 -3.424 -0.976
61 H 2.071 -4.365 0.164
62 H 0.743 -6.040 1.888
63 H -0.597 -6.197 0.724
64 H -0.939 -5.802 2.424
65 Cl 3.718 1.715 -2.808
66 C 2.591 1.105 -1.679
67 C 2.849 1.216 -0.311
68 C 1.954 0.730 0.648
69 I 2.377 0.805 2.685
70 C 0.737 0.137 0.211
71 O -0.132 -0.417 1.004
72 C 0.486 0.028 -1.185
73 N -0.613 -0.744 -1.479
74 C -0.909 -0.990 -2.774
75 C -0.078 -0.519 -3.799
76 C 1.071 0.199 -3.514
77 C 1.401 0.473 -2.172
78 H 3.769 1.679 0.021
79 H -1.812 -1.573 -2.953
80 H -0.353 -0.743 -4.828
81 H 1.732 0.547 -4.302

Computed properties:
net charge = 0
<S²> = 3.805
strongest force on any atom = 5.129 eV Å⁻¹
ΔE to the lowest compared entry with this formula, charge and spin = 62.4 kcal/mol
HOMO energy (spin up / spin down) = -5.047 / -6.755 eV
spin multiplicity = 4
LUMO energy (spin up / spin down) = -0.222 / -0.223 eV

For reference, the Mulliken charges in units of e are:
1. O -0.2697
2. O -0.1862
3. C -0.0785
4. C -0.9814
5. H 0.2361
6. H 0.2530
7. H -0.0135
8. H 0.4581
9. H 0.4079
10. C -0.1502
11. C -1.3018
12. H 0.1678
13. H 0.4980
14. H 0.2134
15. H 0.4187
16. H 0.3484
17. C -0.5314
18. C -0.2292
19. C -0.6607
20. H 0.1716
21. H 0.5519
22. H 0.1705
23. H 0.5969
24. H -0.1404
25. C -1.1970
26. H 0.1860
27. H 0.4475
28. H 0.2598
29. H 0.4249
30. H 0.3186
31. H 0.5734
32. Co -0.8125
33. C 1.6078
34. Si 0.2659
35. H -1.6983
36. H 0.2149
37. C -0.9919
38. C -1.1135
39. C -0.8951
40. C -0.5161
41. Si 0.4267
42. H 0.3371
43. H 0.1207
44. C -1.1891
45. C -0.8418
46. C -0.9447
47. H 0.4384
48. H 0.1819
49. H 0.1606
50. H 0.2910
51. H 0.3310
52. H 0.1204
53. H 0.2865
54. H 0.3207
55. H 0.4120
56. H 0.2398
57. H 0.0451
58. H 0.3959
59. H 0.1805
60. H 0.2099
61. H 0.4567
62. H 0.3192
63. H 0.2782
64. H 0.2815
65. Cl -0.2991
66. C 0.6205
67. C -0.3991
68. C -0.6457
69. I -0.0218
70. C 0.7423
71. O -0.1846
72. C 0.2546
73. N 0.7658
74. C -0.7954
75. C -0.9322
76. C -0.8776
77. C -0.0012
78. H 0.4584
79. H 0.5626
80. H 0.4091
81. H 0.4612

---

Formula: C25H47ClO6SSiSn
Source: the Open Molecules 2025 dataset
Level of theory: ωB97M-V/def2-TZVPD

Cartesian coordinates (Å):
1 Sn 0.928 -0.068 -0.048
2 C -0.172 -1.406 -2.867
3 O -0.511 -1.141 -1.476
4 C -1.942 -1.171 -1.287
5 C -2.211 -1.141 0.185
6 O -1.490 -0.084 0.801
7 C -2.069 1.225 0.740
8 C -1.587 1.990 -0.466
9 O -0.144 1.949 -0.460
10 C 0.430 2.938 -1.360
11 H -0.606 -2.369 -3.130
12 H 0.907 -1.435 -2.965
13 H -0.582 -0.611 -3.490
14 H -2.334 -2.100 -1.706
15 H -2.395 -0.338 -1.830
16 H -1.845 -2.056 0.653
17 H -3.281 -1.061 0.384
18 H -1.728 1.729 1.639
19 H -3.160 1.178 0.762
20 H -1.915 3.028 -0.384
21 H -1.947 1.596 -1.419
22 H 0.062 3.917 -1.059
23 H 0.141 2.715 -2.386
24 H 1.510 2.890 -1.260
25 C 6.643 1.453 -3.252
26 C 6.344 0.241 -2.390
27 C 7.430 -0.815 -2.512
28 C 6.124 0.640 -0.939
29 O 5.124 -0.344 -2.941
30 Si 3.872 -1.152 -2.384
31 S 2.496 0.481 -1.700
32 O 4.292 -2.138 -1.180
33 C 3.753 -3.257 -0.450
34 C 4.746 -4.399 -0.600
35 C 2.386 -3.656 -0.988
36 C 3.659 -2.813 0.996
37 O 2.976 -1.819 -3.545
38 C 3.358 -2.394 -4.842
39 C 4.518 -3.353 -4.625
40 C 2.121 -3.128 -5.330
41 C 3.734 -1.260 -5.780
42 H 7.585 1.907 -2.947
43 H 5.851 2.198 -3.157
44 H 6.724 1.163 -4.299
45 H 8.375 -0.432 -2.125
46 H 7.576 -1.093 -3.556
47 H 7.161 -1.707 -1.944
48 H 7.030 1.102 -0.548
49 H 5.892 -0.232 -0.324
50 H 5.310 1.363 -0.858
51 H 4.834 -4.690 -1.646
52 H 4.423 -5.268 -0.025
53 H 5.729 -4.091 -0.243
54 H 2.442 -3.942 -2.038
55 H 1.668 -2.828 -0.905
56 H 1.994 -4.499 -0.419
57 H 4.634 -2.492 1.362
58 H 3.295 -3.620 1.633
59 H 2.973 -1.972 1.072
60 H 4.232 -4.158 -3.945
61 H 5.384 -2.831 -4.212
62 H 4.819 -3.800 -5.572
63 H 1.816 -3.890 -4.610
64 H 2.325 -3.620 -6.280
65 H 1.297 -2.429 -5.481
66 H 4.572 -0.690 -5.383
67 H 2.887 -0.587 -5.924
68 H 4.019 -1.663 -6.751
69 Cl -0.293 -1.703 3.524
70 C -0.338 0.006 3.751
71 C -1.290 0.558 4.590
72 C -1.341 1.937 4.744
73 C -0.463 2.773 4.057
74 C 0.480 2.217 3.218
75 C 0.576 0.822 3.062
76 C 1.632 0.257 2.275
77 H -1.977 -0.084 5.123
78 H -2.078 2.364 5.412
79 H -0.514 3.844 4.197
80 H 1.188 2.846 2.690
81 H 1.873 -0.789 2.366
82 H 2.418 0.910 1.902

Computed properties:
net charge = +2
strongest force on any atom = 1.567 eV Å⁻¹
HOMO energy = -14.397 eV
LUMO energy = -7.824 eV

For reference, the Mulliken charges in units of e are:
1. Sn 1.6831
2. C -0.0131
3. O 0.2077
4. C -0.5519
5. C -0.8966
6. O -0.0963
7. C -0.4179
8. C -0.4529
9. O -0.0404
10. C -1.0829
11. H 0.4548
12. H -0.5459
13. H 0.3523
14. H 0.5769
15. H 0.3492
16. H 0.2877
17. H 0.4828
18. H -0.0281
19. H 0.4324
20. H 0.6203
21. H 0.2013
22. H 0.3423
23. H 0.3925
24. H 0.3721
25. C -1.6777
26. C 1.5857
27. C -1.5798
28. C -1.3640
29. O -0.0998
30. Si -1.9326
31. S -0.4189
32. O 0.9020
33. C 1.6530
34. C -1.8567
35. C -1.2015
36. C -1.5361
37. O 0.6275
38. C 1.5349
39. C -1.2996
40. C -1.6631
41. C -1.4639
42. H 0.4569
43. H 0.3611
44. H 0.3269
45. H 0.5037
46. H 0.3210
47. H 0.2302
48. H 0.5566
49. H 0.1518
50. H 0.2781
51. H 0.3363
52. H 0.4400
53. H 0.3625
54. H 0.1302
55. H 0.1374
56. H 0.6048
57. H 0.4229
58. H 0.4794
59. H -0.0849
60. H 0.2450
61. H 0.1960
62. H 0.5508
63. H 0.3198
64. H 0.4838
65. H 0.3188
66. H 0.1250
67. H 0.3146
68. H 0.4971
69. Cl -0.1681
70. C 0.9675
71. C -0.6773
72. C -0.4454
73. C -0.8505
74. C -0.3549
75. C 0.3009
76. C -2.1498
77. H 0.4932
78. H 0.4261
79. H 0.4545
80. H 0.4558
81. H 0.8781
82. H 0.7654

---

Formula: C25H48Br20N3OP
Source: the Open Molecules 2025 dataset
Level of theory: ωB97M-V/def2-TZVPD

Cartesian coordinates (Å):
1 N -0.495 2.880 -3.481
2 C -1.410 2.513 -4.007
3 C -2.549 2.111 -4.937
4 C -3.622 1.276 -4.115
5 C -3.006 0.771 -2.832
6 N -2.498 0.333 -1.940
7 C -4.155 0.007 -4.900
8 N -4.533 -0.996 -3.865
9 P -5.095 2.374 -3.813
10 O -6.009 1.909 -2.728
11 H -2.955 3.055 -5.341
12 H -2.091 1.466 -5.705
13 H -5.052 0.240 -5.508
14 H -3.348 -0.459 -5.500
15 H -4.837 -1.860 -4.305
16 H -5.320 -0.571 -3.366
17 H -4.685 3.731 -3.616
18 H -5.855 2.383 -5.024
19 Br -6.778 3.331 -8.008
20 C -8.494 2.448 -7.738
21 C -9.332 3.174 -6.718
22 Br -8.707 2.817 -4.910
23 H -8.280 1.420 -7.459
24 H -8.979 2.463 -8.713
25 H -10.360 2.814 -6.742
26 H -9.327 4.253 -6.848
27 Br -7.312 -0.026 0.056
28 C -6.297 1.520 0.656
29 C -6.008 1.462 2.130
30 Br -7.574 1.929 3.195
31 H -6.864 2.399 0.363
32 H -5.369 1.484 0.087
33 H -5.255 2.200 2.394
34 H -5.684 0.480 2.463
35 Br 3.618 3.208 -3.971
36 C 3.239 3.453 -2.077
37 C 3.419 4.886 -1.656
38 Br 5.306 5.342 -1.471
39 H 3.887 2.766 -1.537
40 H 2.201 3.146 -1.955
41 H 2.989 5.051 -0.670
42 H 2.990 5.596 -2.358
43 Br 2.660 1.307 1.319
44 C 4.262 0.226 1.552
45 C 5.460 0.904 0.952
46 Br 5.449 0.738 -0.991
47 H 4.057 -0.748 1.112
48 H 4.380 0.117 2.628
49 H 6.380 0.421 1.276
50 H 5.514 1.966 1.181
51 Br 7.283 3.702 3.485
52 C 8.991 2.885 3.940
53 C 9.333 1.765 2.994
54 Br 8.302 0.162 3.395
55 H 8.922 2.562 4.976
56 H 9.722 3.689 3.861
57 H 10.375 1.471 3.107
58 H 9.141 2.013 1.953
59 Br 4.067 -5.198 -1.594
60 C 5.083 -3.646 -1.002
61 C 5.403 -3.726 0.467
62 Br 3.850 -3.291 1.559
63 H 4.501 -2.766 -1.265
64 H 5.997 -3.661 -1.594
65 H 6.156 -2.985 0.736
66 H 5.742 -4.711 0.779
67 Br 5.291 -1.708 4.560
68 C 6.317 -3.179 5.323
69 C 5.446 -4.379 5.579
70 Br 4.356 -4.138 7.176
71 H 6.798 -2.798 6.220
72 H 7.077 -3.411 4.577
73 H 6.059 -5.258 5.780
74 H 4.764 -4.596 4.760
75 Br -2.537 2.254 1.588
76 C -1.555 1.321 2.986
77 C -2.478 0.821 4.066
78 Br -3.047 2.266 5.242
79 H -0.798 2.009 3.353
80 H -1.068 0.486 2.483
81 H -1.963 0.113 4.712
82 H -3.381 0.359 3.675
83 Br -10.170 -2.354 -1.610
84 C -11.001 -0.892 -0.628
85 C -12.247 -1.346 0.085
86 Br -13.743 -1.543 -1.148
87 H -11.184 -0.095 -1.343
88 H -10.248 -0.567 0.088
89 H -12.570 -0.596 0.805
90 H -12.126 -2.300 0.590
91 Br 8.700 -4.585 3.148
92 C 9.734 -6.050 3.910
93 C 8.869 -7.252 4.177
94 Br 7.787 -7.007 5.779
95 H 10.218 -5.665 4.804
96 H 10.492 -6.281 3.163
97 H 9.482 -8.129 4.381
98 H 8.184 -7.475 3.364

Computed properties:
net charge = 0
strongest force on any atom = 5.601 eV Å⁻¹
SMILES = N#CC[C@](C#N)(CN)[PH2]=O.BrCCBr.BrCCBr.BrCCBr.BrCCBr.BrCCBr.BrCCBr.BrCCBr.BrCCBr.BrCCBr.BrCCBr
HOMO energy = -9.595 eV
LUMO energy = 0.077 eV

For reference, the Mulliken charges in units of e are:
1. N -0.3405
2. C 0.2820
3. C -0.6733
4. C 1.1859
5. C -0.5349
6. N -0.3376
7. C -0.7401
8. N -0.5614
9. P 0.3194
10. O -0.4057
11. H 0.3024
12. H 0.3232
13. H 0.2631
14. H 0.5001
15. H 0.2523
16. H 0.1893
17. H 0.1222
18. H -0.1391
19. Br -0.1456
20. C -0.5957
21. C -0.5480
22. Br -0.0880
23. H 0.3546
24. H 0.3626
25. H 0.3254
26. H 0.3684
27. Br -0.1652
28. C -0.1536
29. C -0.6131
30. Br -0.1572
31. H 0.4507
32. H -0.0025
33. H 0.2794
34. H 0.3298
35. Br -0.1436
36. C 0.3036
37. C -0.5908
38. Br -0.1658
39. H -0.4033
40. H 0.2762
41. H 0.3354
42. H 0.4050
43. Br -0.1358
44. C 0.0271
45. C -0.3346
46. Br -0.1969
47. H -0.0222
48. H 0.0673
49. H 0.0682
50. H 0.3897
51. Br -0.1283
52. C -0.5441
53. C -0.6629
54. Br -0.0618
55. H 0.3615
56. H 0.3474
57. H 0.3475
58. H 0.3709
59. Br -0.1552
60. C -0.5011
61. C -0.5304
62. Br -0.1474
63. H 0.2969
64. H 0.3906
65. H 0.2269
66. H 0.4405
67. Br -0.1092
68. C 0.2235
69. C 0.2063
70. Br -0.1527
71. H 0.4293
72. H -0.4590
73. H -0.3554
74. H 0.3058
75. Br -0.1115
76. C -0.5711
77. C -0.4960
78. Br -0.1208
79. H 0.3508
80. H 0.3128
81. H 0.3887
82. H 0.2581
83. Br -0.1380
84. C -0.3948
85. C -0.6046
86. Br -0.1473
87. H 0.3762
88. H 0.1448
89. H 0.3540
90. H 0.3869
91. Br -0.1031
92. C -0.6255
93. C -0.5729
94. Br -0.1546
95. H 0.3713
96. H 0.3615
97. H 0.3354
98. H 0.3712